Entry 1:
25
Properties=species:S:1:pos:R:3:lowdin_charge:R:1 method="wB97M-V/def2-TZVPD" charge=0 smiles=Cc1ccc(O)cc1.CCO gap_ev=9.22 relative_energy_ev=1.810 e_homo_ev=-8.409 energy_ha=-501.769597
C 0.30582 -3.06430 0.99548 -0.291
C 0.48279 -3.36956 -0.47077 -0.083
O -0.95442 -2.37067 1.17972 -0.093
H 0.21734 -3.84603 1.74505 0.103
H 1.18740 -2.50468 1.31428 0.105
H 1.53140 -3.50421 -0.72920 0.069
H -0.80073 -1.49848 1.54370 0.065
H 0.19625 -2.46628 -1.02804 0.051
H -0.06018 -4.19489 -0.91577 0.072
C 0.14323 3.68691 1.25935 -0.053
C 0.91306 0.67702 -1.05978 -0.028
C 1.04352 1.80708 -0.27701 -0.069
C -0.40681 0.24454 -1.28972 -0.322
C 0.01743 2.44560 0.42266 -0.288
C -1.53381 0.75838 -0.60300 0.006
C -1.17267 1.71697 0.33760 -0.067
O -0.77980 -0.69926 -2.20720 0.019
H 1.73956 0.28506 -1.61415 0.106
H 2.06144 2.21504 -0.35022 0.115
H -0.08041 -0.79237 -2.87496 0.115
H -2.53702 0.42910 -0.73507 0.113
H -0.80055 4.25030 1.21692 0.080
H 0.85360 4.32679 0.75293 0.074
H -1.92086 2.03143 1.08338 0.117
H 0.35443 3.43653 2.30381 0.084


Entry 2:
25
Properties=species:S:1:pos:R:3:lowdin_charge:R:1 method="wB97M-V/def2-TZVPD" charge=0 smiles=Cc1ccc(O)cc1.CCO gap_ev=9.23 relative_energy_ev=1.440 e_homo_ev=-8.377 energy_ha=-501.783210
C 2.81879 -1.42487 -1.02011 -0.267
C 2.27399 -0.14364 -1.61227 -0.080
O 2.16729 -1.72332 0.25625 -0.120
H 2.55341 -2.32055 -1.57175 0.107
H 3.87158 -1.34434 -0.75410 0.103
H 1.41135 0.25277 -1.07107 0.052
H 2.00668 -0.90647 0.74925 0.064
H 2.10449 -0.14524 -2.68599 0.075
H 2.95120 0.70377 -1.41920 0.075
C -0.34586 1.00646 3.06766 -0.058
C -1.08213 1.49900 -0.63957 -0.019
C -1.37879 0.19595 -0.99183 -0.339
C -0.87641 1.74686 0.72495 -0.051
C -0.81523 0.73011 1.66058 -0.291
C -1.31051 -0.85393 -0.08195 -0.026
C -1.10744 -0.58116 1.25343 -0.041
O -1.82975 -0.01574 -2.27284 0.043
H -1.00669 2.34195 -1.31080 0.117
H -0.81975 2.78528 1.03936 0.114
H -1.47010 -1.84446 -0.47441 0.116
H -2.14793 -0.91693 -2.35812 0.097
H -0.32397 0.10479 3.68041 0.073
H -0.90193 1.77127 3.60431 0.075
H -1.21549 -1.28823 2.04086 0.105
H 0.68743 1.34627 3.00680 0.077


Question: Look up the charge of the first one.
Answer: 0